No. 1
This record from the Open Molecules 2025 dataset describes a single C8H15NO molecule. The level of theory is ωB97M-V/def2-TZVPD.

Geometry (Å):
C 1.830 0.895 1.245
C 1.166 0.244 0.028
C 2.082 -0.835 -0.560
C 0.822 1.291 -1.030
N -0.058 -0.380 0.464
C -0.662 -1.282 1.194
O -0.559 -2.115 2.038
C -1.499 -0.519 0.221
C -2.375 0.630 0.679
C -1.928 -1.164 -1.084
H 1.985 0.151 2.024
H 1.201 1.690 1.644
H 2.793 1.318 0.965
H 1.610 -1.302 -1.423
H 2.275 -1.602 0.185
H 3.028 -0.401 -0.873
H 0.304 0.822 -1.867
H 1.729 1.752 -1.408
H 0.184 2.065 -0.611
H -2.072 0.971 1.669
H -3.408 0.305 0.734
H -2.318 1.460 -0.018
H -2.954 -1.516 -0.997
H -1.884 -0.455 -1.905
H -1.292 -2.024 -1.310

Calculated values
- HOMO level (eV) = -9.2
- energy relative to the best compared isomer or geometry (same formula, charge and spin) (eV) = 1.5304
- orbital gap (eV) = 9.841
- SMILES string = CC(C)(C)N1C(=O)C1(C)C
- LUMO (eV) = 0.7
- molecular weight (g/mol) = 141.2

Here are the Löwdin charges for atoms 1 to 4, given in e: C -0.02; C -0.57; C -0.02; C -0.02

No. 2
This record from the Open Molecules 2025 dataset describes a single C8H15NO molecule. The level of theory is ωB97M-V/def2-TZVPD.

Geometry (Å):
C -1.008 -2.483 1.164
C -0.366 -1.367 1.448
C -0.240 -0.279 2.331
C 0.663 -0.495 1.051
C 0.597 0.364 -0.213
C 1.535 1.577 0.019
C 1.206 -0.460 -1.374
C -0.837 0.888 -0.599
N -1.668 -0.056 -1.315
O -0.737 2.023 -1.436
H -0.743 -3.055 0.283
H -1.818 -2.839 1.786
H 0.198 -0.487 3.300
H -1.030 0.456 2.327
H 1.674 -0.844 1.244
H 2.532 1.254 0.342
H 1.672 2.164 -0.897
H 1.137 2.240 0.795
H 2.257 -0.704 -1.178
H 1.159 0.083 -2.323
H 0.684 -1.416 -1.500
H -1.372 1.205 0.301
H -2.618 0.292 -1.390
H -1.299 -0.152 -2.259
H -1.580 2.092 -1.904

Calculated values
- HOMO level (eV) = -9.1
- energy relative to the best compared isomer or geometry (same formula, charge and spin) (eV) = 2.7358
- orbital gap (eV) = 9.830
- SMILES string = C=C1C[C@@H]1C(C)(C)[C@H](N)O
- LUMO (eV) = 0.8
- molecular weight (g/mol) = 141.2

Here are the Löwdin charges for atoms 1 to 4, given in e: C 0.08; C -0.36; C -0.02; C -0.17

No. 3
This record from the Open Molecules 2025 dataset describes a molecular structure, C8H15NO2Si2. The level of theory is ωB97M-V/def2-TZVPD.

Geometry (Å):
C -0.895 0.809 2.353
C -1.662 1.774 1.638
C -0.745 -0.470 1.600
C -0.329 1.075 3.513
C -2.254 2.432 0.827
C -1.101 -1.590 2.172
C 1.548 -2.398 -0.431
C -2.045 -0.495 -2.090
N 1.110 0.701 -0.460
O 0.327 -1.791 -0.768
O -1.564 0.134 -0.989
Si -0.196 -0.410 -0.219
Si 1.518 2.201 0.058
H 0.398 0.340 3.918
H -0.459 1.993 4.124
H 3.261 -1.978 -2.696
H -2.623 3.160 0.230
H -0.912 -2.549 1.668
H -1.649 -1.618 3.223
H 1.201 -3.079 0.347
H 2.243 -1.729 -0.013
H 1.883 -3.038 -1.348
H -3.048 -0.230 -2.160
H -1.971 -1.623 -2.135
H -1.481 -0.135 -2.869
H 2.844 -1.341 -2.527
H 1.209 3.357 -0.811
H 2.207 2.742 1.342

Calculated values
- HOMO level (eV) = -9.0
- energy relative to the best compared isomer or geometry (same formula, charge and spin) (eV) = 2.1504
- orbital gap (eV) = 8.627
- LUMO (eV) = -0.4
- molecular weight (g/mol) = 213.4

Here are the Löwdin charges for atoms 1 to 4, given in e: C -0.39; C -0.12; C -0.27; C 0.06

No. 4
This record from the Open Molecules 2025 dataset describes 2 unconnected molecules or ions with the total composition C8H15NO3. The level of theory is ωB97M-V/def2-TZVPD.

Geometry (Å):
C 1.669 -0.759 -0.435
C 2.486 0.396 -0.223
C 1.398 1.479 -0.284
C -1.113 1.753 0.089
C -2.186 0.576 0.415
C -1.491 -0.662 1.348
C -0.720 -1.229 0.120
C 0.165 -0.225 -0.586
H 2.970 -1.442 1.161
H 1.820 -1.341 -1.425
H 2.996 0.398 0.784
H 3.203 0.591 -0.985
H 2.122 2.095 0.328
H 1.683 1.684 -1.426
H -0.772 2.425 0.948
H -1.275 2.506 -0.724
H -2.998 1.031 1.169
H -2.567 -0.227 -1.676
H -0.819 -0.256 2.096
H -2.198 -1.396 1.894
H -0.338 -2.044 0.777
H -1.747 -2.865 -0.766
H 0.068 -0.048 -1.641
N 0.225 0.968 0.086
O 1.716 -1.670 0.646
O -2.968 0.202 -0.659
O -1.328 -1.939 -1.031

Calculated values
- HOMO level (eV) = -8.4
- energy relative to the best compared isomer or geometry (same formula, charge and spin) (eV) = 10.0164
- orbital gap (eV) = 8.659
- LUMO (eV) = 0.3
- molecular weight (g/mol) = 173.2

Here are the Löwdin charges for atoms 1 to 4, given in e: C -0.38; C -0.19; C -0.26; C -0.02

No. 5
This record from the Open Molecules 2025 dataset describes a single C8H15NO3S molecule. The level of theory is ωB97M-V/def2-TZVPD.

Geometry (Å):
C -2.814 -1.439 -1.022
S -2.165 0.129 -0.344
O -2.103 1.100 -1.437
O -2.809 0.660 0.837
C -0.538 -0.426 0.463
O -0.954 -1.440 1.322
C 0.418 -0.994 -0.695
C 1.667 -0.022 -0.743
C 2.415 0.034 0.642
C 1.321 0.196 1.726
N 0.077 0.604 1.174
C 0.248 1.732 0.291
C 1.029 1.352 -0.978
H -3.656 -1.733 -0.631
H -2.983 -1.323 -2.189
H -1.958 -2.105 -0.906
H -1.449 -0.903 2.069
H -0.002 -0.780 -1.650
H 0.595 -2.026 -0.596
H 2.389 -0.480 -1.529
H 3.146 0.747 0.827
H 3.059 -0.953 0.819
H 1.191 -0.759 2.102
H 1.558 0.950 2.445
H 0.903 2.448 0.821
H -0.811 2.068 0.180
H 0.413 1.231 -1.954
H 1.815 2.133 -1.044

Calculated values
- HOMO level (eV) = -8.9
- energy relative to the best compared isomer or geometry (same formula, charge and spin) (eV) = 2.3587
- orbital gap (eV) = 9.545
- SMILES string = CS(=O)(=O)[C@@]1(O)CC2CCN1CC2
- LUMO (eV) = 0.7
- molecular weight (g/mol) = 205.3

Here are the Löwdin charges for atoms 1 to 4, given in e: C -0.09; S 0.73; O -0.34; O -0.32

No. 6
This record from the Open Molecules 2025 dataset describes a single C8H15NO5S molecule. The level of theory is ωB97M-V/def2-TZVPD.

Geometry (Å):
C -0.364 3.753 2.344
C -0.774 2.568 1.932
C 0.054 1.672 1.017
O 1.084 1.943 0.489
O -0.311 0.225 1.141
C -0.544 -0.539 -0.048
C -1.653 -1.496 0.342
N 0.761 -1.133 -0.556
C 1.795 -0.174 -1.147
C 0.394 -1.971 -1.682
C 1.416 -1.759 0.546
S -1.325 0.687 -1.313
O -2.574 0.098 -1.736
O -0.375 0.723 -2.449
O -1.456 1.872 -0.459
H -0.995 4.309 2.991
H 0.560 4.230 2.108
H -1.723 2.243 2.292
H -2.458 -0.971 0.929
H -2.059 -1.878 -0.590
H -1.212 -2.352 0.972
H 2.041 0.528 -0.351
H 2.639 -0.782 -1.434
H 1.169 0.327 -2.065
H -0.116 -2.892 -1.481
H -0.223 -1.287 -2.217
H 1.305 -2.165 -2.324
H 0.815 -2.614 0.999
H 2.513 -2.081 0.304
H 1.614 -1.083 1.446

Calculated values
- HOMO level (eV) = -9.7
- energy relative to the best compared isomer or geometry (same formula, charge and spin) (eV) = 2.5960
- orbital gap (eV) = 10.112
- SMILES string = C=CC(=O)O[C@](C)([N+](C)(C)C)S(=O)(=O)[O-]
- LUMO (eV) = 0.4
- molecular weight (g/mol) = 237.3

Here are the Löwdin charges for atoms 1 to 4, given in e: C 0.06; C -0.06; C -0.42; O 0.11

No. 7
This record from the Open Molecules 2025 dataset describes a molecular structure, C8H15NOPPt. The level of theory is ωB97M-V/def2-TZVPD.

Geometry (Å):
C 1.429 -0.388 -1.988
C 0.076 -0.162 -2.676
C -0.963 -1.061 -2.124
C -0.141 -1.983 -1.404
C 1.176 -1.451 -0.983
Pt -0.198 0.174 -0.651
P -0.207 2.243 0.681
H 2.138 0.498 -2.335
H -0.344 0.471 -3.508
H -2.136 -1.224 -2.332
H 1.623 -2.048 -0.098
H -0.560 -2.935 -1.194
H -1.516 2.610 1.180
H -0.074 3.365 -0.144
H 0.791 2.534 1.657
C -0.319 -0.396 4.234
N -0.758 -1.624 3.580
C -1.226 -2.879 4.322
C -0.661 -1.412 2.276
O -0.788 -0.217 1.799
H -0.353 -0.380 5.328
H -0.896 0.457 3.840
H 0.729 -0.232 3.919
H -2.262 -3.163 3.961
H -0.501 -3.718 4.129
H -1.278 -2.677 5.429
H -0.386 -2.185 1.543

Calculated values
- HOMO level (spin up / spin down) (eV) = 0.4 / -2.6
- charge = -1
- energy relative to the best compared isomer or geometry (same formula, charge and spin) (eV) = 2.9896
- multiplicity = 3
- orbital gap (spin up / spin down) (eV) = 2.650 / 5.543
- expectation value of S² = 2.013
- LUMO (spin up / spin down) (eV) = 3.0 / 3.0
- molecular weight (g/mol) = 367.3

Here are the Löwdin charges for atoms 1 to 4, given in e: C -0.27; C -0.37; C -0.37; C -0.28

No. 8
This record from the Open Molecules 2025 dataset describes a gas-phase ion, C8H15NOPS2 (charge +1). The level of theory is ωB97M-V/def2-TZVPD.

Geometry (Å):
C -2.545 -1.394 3.127
N -2.136 -0.517 2.017
C -2.342 -1.299 0.738
C -1.906 -0.713 -0.597
O -0.520 -0.281 -0.811
P 0.264 0.955 -0.197
S 0.552 0.827 1.813
S -0.802 2.633 -0.973
C 1.727 0.787 -1.131
C 1.950 1.212 -2.431
C 3.317 1.003 -2.800
C 3.974 0.347 -1.792
C 3.011 0.074 -0.671
H -1.950 -2.250 3.027
H -2.184 -0.814 4.020
H -3.534 -1.607 3.180
H -2.731 0.278 1.781
H -1.119 0.093 2.256
H -1.701 -2.106 0.897
H -3.307 -1.558 0.681
H -1.945 -1.452 -1.506
H -2.719 0.125 -0.770
H 0.248 3.466 -0.490
H 1.254 1.647 -3.229
H 3.840 1.203 -3.742
H 4.985 0.027 -1.893
H 3.006 -1.001 -0.763
H 3.314 0.313 0.256

Calculated values
- HOMO level (eV) = -11.8
- charge = +1
- energy relative to the best compared isomer or geometry (same formula, charge and spin) (eV) = 0.5328
- orbital gap (eV) = 8.741
- SMILES string = C[NH2+]CCO[P@](=S)(S)C1=CC=CC1
- LUMO (eV) = -3.1
- molecular weight (g/mol) = 236.3

Here are the Löwdin charges for atoms 1 to 4, given in e: C -0.01; N -0.09; C -0.14; C -0.16

No. 9
This record from the Open Molecules 2025 dataset describes a gas-phase ion, C8H15NP (charge +1). The level of theory is ωB97M-V/def2-TZVPD.

Geometry (Å):
C 1.193 -2.611 2.395
C 0.363 2.214 -1.614
C 1.066 2.337 -0.202
C -1.219 -1.930 0.223
C 0.196 0.708 -1.786
C 0.755 1.087 0.532
C -1.447 -1.841 1.768
C -0.026 -1.226 -0.279
N -0.161 0.250 -0.406
P -0.350 -2.853 2.847
H 2.125 -3.047 2.061
H -0.503 2.741 -1.450
H 0.853 2.671 -2.504
H 2.161 2.535 -0.463
H 0.688 3.108 0.397
H -1.298 -3.004 0.104
H -2.119 -1.421 -0.114
H -0.723 0.401 -2.432
H 1.063 0.173 -2.031
H 1.712 0.464 0.794
H 0.306 1.315 1.469
H -1.352 -0.801 1.992
H -2.380 -2.123 2.021
H 0.618 -1.427 -1.154
H -0.981 0.618 -0.100

Calculated values
- HOMO level (spin up / spin down) (eV) = -11.4 / -12.6
- charge = +1
- energy relative to the best compared isomer or geometry (same formula, charge and spin) (eV) = 4.9265
- orbital gap (spin up / spin down) (eV) = 6.884 / 8.958
- LUMO (spin up / spin down) (eV) = -4.5 / -3.7
- molecular weight (g/mol) = 156.2

Here are the Löwdin charges for atoms 1 to 4, given in e: C -0.26; C -0.11; C -0.15; C -0.22

Question: What is the energy relative to the best compared isomer or geometry (same formula, charge and spin) in the third record?
Answer: 2.1504 eV

Question: Among the records above, which one has the highest molecular weight?
Answer: C8H15NOPPt